(1)
DFT (ωB97M-V/def2-TZVPD) results for a 10-piece molecular cluster, C38H99N3O14 overall at a distorted geometry.

Output
SMILES string: COCCNCCOC.COCCNCCOC.COCCNCCOC.CC(C)O.CC(C)O.CC(C)O.CC(C)O.CC(C)O.CC(C)O.OCCO
calculated total energy: -74138.0957 eV
energy relative to the best compared isomer or geometry (same formula, charge and spin): 90.3 kcal/mol
LUMO level: 0.361 eV

Structure (XYZ):
```
154
Properties=species:S:1:pos:R:3:mulliken_charge:R:1
C 2.8913 6.9075 1.9012 -0.743
O 2.9572 8.2512 2.3350 -0.308
C 2.4464 8.4738 3.6250 -0.641
C 2.2866 9.9431 3.9185 -0.395
N 1.9068 10.1585 5.3318 -0.276
C 1.9181 11.5790 5.6068 -0.627
C 1.4982 11.8750 7.0455 -0.315
O 1.8890 13.2113 7.2432 -0.311
C 1.2615 13.8476 8.4306 -0.687
H 1.8515 6.6003 1.7893 0.325
H 3.5798 6.2793 2.4664 0.286
H 3.2043 7.0070 0.8619 0.256
H 3.1102 8.0385 4.3720 0.284
H 1.4969 8.0262 3.9188 0.389
H 1.4774 10.2456 3.2537 0.213
H 3.2328 10.4377 3.6990 0.329
H 2.5127 9.5946 5.9106 0.258
H 1.1803 12.0754 4.9764 0.216
H 2.8937 12.0319 5.4303 0.330
H 1.9845 11.2441 7.7895 0.302
H 0.4125 11.8696 7.1420 0.297
H 1.5534 13.2724 9.3092 0.283
H 0.1846 13.8346 8.2627 0.303
H 1.7485 14.8206 8.4956 0.231
C 3.4478 -2.5696 9.3293 -0.728
O 3.7605 -1.7873 8.1508 -0.315
C 4.2064 -2.6187 7.0775 -0.608
C 3.9908 -1.8704 5.7523 -0.529
N 2.5557 -1.8134 5.4975 -0.338
C 2.3065 -0.7304 4.5119 -0.793
C 0.8010 -0.5016 4.2971 -0.607
O 0.1020 -0.0060 5.3874 -0.366
C 0.6330 1.0011 6.1700 -0.615
H 2.5007 -3.1056 9.2683 0.292
H 3.4866 -1.8350 10.1337 0.234
H 4.1388 -3.4104 9.3901 0.327
H 3.7034 -3.5834 7.0110 0.375
H 5.2797 -2.7811 7.1767 0.402
H 4.5205 -2.4057 4.9643 0.307
H 4.3662 -0.8472 5.7367 0.342
H 2.0015 -1.6520 6.3263 0.292
H 2.6972 -1.1055 3.5660 0.403
H 2.7300 0.2325 4.7975 0.433
H 0.3851 -1.4127 3.8670 0.336
H 0.6561 0.2961 3.5686 0.395
H 1.6387 0.7600 6.5143 0.238
H -0.0017 1.2262 7.0271 0.224
H 0.7286 1.9195 5.5908 0.301
C -4.0120 -9.3960 2.0783 -0.747
O -3.0665 -8.4641 2.5626 -0.321
C -1.8516 -8.5133 1.9010 -0.618
C -0.7868 -7.8276 2.7772 -0.759
N -0.7244 -8.5309 4.0318 -0.224
C 0.0838 -7.6849 4.9099 -0.732
C 0.0470 -8.2980 6.3325 -0.571
O 0.7649 -9.5232 6.2402 -0.287
C 1.0641 -10.1118 7.4970 -0.806
H -4.8591 -9.3636 2.7635 0.240
H -3.5832 -10.3924 1.9717 0.334
H -4.4056 -9.0913 1.1086 0.288
H -1.9115 -7.9496 0.9701 0.414
H -1.5664 -9.5316 1.6371 0.394
H -1.0042 -6.7619 2.8480 0.332
H 0.2061 -7.7631 2.3321 0.440
H -1.6920 -8.4699 4.3150 0.230
H -0.2526 -6.6511 4.9886 0.442
H 1.1246 -7.7010 4.5864 0.316
H -0.9542 -8.4488 6.7363 0.344
H 0.6172 -7.6885 7.0335 0.393
H 1.5976 -11.0577 7.4032 0.272
H 0.1984 -10.3008 8.1317 0.317
H 1.6548 -9.4857 8.1656 0.309
C 1.8495 -0.7402 -10.3658 -1.302
C 0.5652 -0.0999 -9.8391 0.459
C 0.7062 1.3726 -9.4130 -1.206
O -0.4128 -0.2699 -10.8325 -0.560
H 2.5138 -1.0266 -9.5504 0.384
H 2.4678 -0.0726 -10.9660 0.340
H 1.6333 -1.6681 -10.8952 0.363
H 0.1170 -0.6974 -9.0452 0.262
H -0.1991 1.8994 -9.1112 0.314
H 1.0123 1.8942 -10.3199 0.300
H 1.4344 1.4436 -8.6050 0.324
H -0.0668 0.0057 -11.6845 0.322
C 5.8524 -6.8659 -0.8431 -1.149
C 5.9275 -8.1331 -1.7433 0.398
C 7.1596 -8.9616 -1.2674 -1.281
O 4.6880 -8.7806 -1.6151 -0.536
H 6.8356 -6.4005 -0.7729 0.356
H 5.5900 -7.1143 0.1853 0.308
H 5.1867 -6.1061 -1.2526 0.297
H 6.0956 -7.8926 -2.7931 0.246
H 8.1199 -8.4462 -1.2522 0.371
H 7.2389 -9.8901 -1.8328 0.323
H 6.9699 -9.2289 -0.2278 0.339
H 4.6069 -9.3682 -0.8603 0.327
C -0.7221 -6.2979 -6.3302 -1.240
C -0.0370 -7.4069 -5.5489 0.500
C 0.7647 -8.3469 -6.4325 -1.200
O 0.7596 -6.7280 -4.6156 -0.511
H -1.4641 -6.7943 -6.9556 0.365
H -0.0746 -5.6824 -6.9547 0.329
H -1.3119 -5.7166 -5.6214 0.315
H -0.7269 -8.0993 -5.0666 0.186
H 1.3311 -8.8881 -5.6745 0.341
H 1.4056 -7.8395 -7.1535 0.295
H 0.0987 -8.9894 -7.0085 0.330
H 1.2889 -7.4051 -4.1878 0.292
C -0.3938 7.6249 -5.3510 -1.295
C -1.0040 7.8035 -3.9869 0.576
C -2.0708 8.9101 -4.0139 -1.239
O -1.5549 6.6506 -3.4233 -0.538
H 0.2030 8.5119 -5.5635 0.352
H -1.0921 7.3241 -6.1320 0.349
H 0.3688 6.8474 -5.3969 0.341
H -0.1746 8.0710 -3.3322 0.126
H -1.4822 9.8207 -4.1259 0.311
H -2.7545 8.9603 -3.1664 0.391
H -2.7312 8.8177 -4.8761 0.329
H -2.1592 6.8600 -2.7074 0.298
C -6.8455 0.3596 -10.4988 -1.236
C -7.3663 1.0158 -9.1778 0.667
C -6.2861 1.5240 -8.2202 -1.435
O -8.3160 1.9841 -9.3228 -0.543
H -6.0612 0.9701 -10.9464 0.307
H -7.5837 0.0564 -11.2413 0.343
H -6.3117 -0.5724 -10.3131 0.344
H -7.9128 0.2118 -8.6848 0.100
H -5.8267 2.4318 -8.6112 0.379
H -5.5462 0.7498 -8.0174 0.344
H -6.7771 1.7660 -7.2776 0.417
H -8.2315 2.5702 -8.5672 0.315
C -5.5769 4.1273 2.2033 -1.103
C -5.6652 5.3356 1.2335 0.263
C -6.7491 6.4489 1.5560 -1.149
O -4.3908 5.9034 1.2268 -0.519
H -6.5858 3.7439 2.3552 0.337
H -5.2054 4.5218 3.1490 0.285
H -4.9007 3.3253 1.9070 0.288
H -5.8243 4.9824 0.2147 0.270
H -7.7933 6.1517 1.4584 0.358
H -6.6379 7.2521 0.8276 0.311
H -6.5287 6.8423 2.5484 0.312
H -4.2991 6.3468 2.0733 0.347
O -0.1874 -1.8383 -2.0457 -0.507
C 0.0527 -0.6211 -2.7149 -0.206
C -1.2786 0.0605 -2.9576 -0.391
O -1.1269 1.0671 -3.9354 -0.505
H 0.3251 -2.5170 -2.4911 0.320
H 0.7114 0.0436 -2.1559 0.181
H 0.4434 -0.8961 -3.6946 0.280
H -1.7384 0.5265 -2.0861 0.285
H -2.0011 -0.6648 -3.3319 0.231
H -1.1385 1.9130 -3.4817 0.311
```

(2)
DFT (ωB97M-V/def2-TZVPD) results for C26H20N3O2V as an isolated structure.

Output
2S+1: 4
charge: -1
calculated total energy: -61543.1613 eV
LUMO level (alpha / beta): 3.005 / 2.926 eV

Structure (XYZ):
```
52
Properties=species:S:1:pos:R:3:mulliken_charge:R:1
V -0.9946 0.3391 -0.5369 0.779
O -2.0339 -0.5504 -1.9599 -0.700
C -1.5857 -1.0123 -3.0947 0.668
C -2.4024 -1.8838 -3.8523 -0.529
C -1.9932 -2.4168 -5.0511 -0.406
C -0.7384 -2.0988 -5.5838 -0.643
C 0.0702 -1.2364 -4.8801 -0.805
C -0.3130 -0.6813 -3.6477 0.703
C 0.6013 0.2612 -3.0410 -0.637
N 0.4365 0.8187 -1.8880 0.362
N 1.3746 1.7678 -1.5116 -0.872
C 1.0186 2.2955 -0.3625 0.784
O -0.0227 1.9747 0.3112 -0.921
C 1.9028 3.3695 0.1789 0.248
C 1.6255 3.8945 1.4365 -0.482
C 2.4240 4.8957 1.9709 -0.607
C 3.5070 5.3812 1.2522 -0.344
C 3.7884 4.8577 -0.0047 -0.593
C 2.9926 3.8571 -0.5391 -0.216
H -3.3697 -2.1291 -3.4309 0.394
H -2.6510 -3.0916 -5.5872 0.344
H -0.4136 -2.5171 -6.5274 0.380
H 1.0421 -0.9635 -5.2789 0.312
H 1.4849 0.5435 -3.6131 0.296
H 0.7779 3.4981 1.9801 0.468
H 2.2019 5.2962 2.9526 0.379
H 4.1304 6.1634 1.6684 0.362
H 4.6338 5.2326 -0.5692 0.359
H 3.1978 3.4371 -1.5139 0.425
C -1.9833 0.7935 4.8511 -0.530
C -1.0353 -0.2222 4.7955 -0.518
C -0.6865 -0.8091 3.5915 -0.283
C -1.2832 -0.4068 2.3838 0.264
C -2.2448 0.6128 2.4628 -0.332
C -2.5787 1.2079 3.6670 -0.686
N -0.9089 -0.8927 1.1388 -0.274
C -0.5254 -2.2144 0.9840 0.353
C 0.3433 -2.5611 -0.0646 -0.267
C 0.6852 -3.8775 -0.3190 -0.626
C 0.1928 -4.9079 0.4724 -0.529
C -0.6619 -4.5837 1.5196 -0.558
C -1.0197 -3.2702 1.7717 -0.274
H -2.2484 1.2515 5.7955 0.367
H -0.5458 -0.5535 5.7046 0.342
H 0.0739 -1.5795 3.5687 0.500
H -2.7322 0.9351 1.5469 0.285
H -3.3205 1.9982 3.6808 0.372
H 0.7517 -1.7670 -0.6816 0.337
H 1.3515 -4.0995 -1.1447 0.387
H 0.4639 -5.9375 0.2766 0.359
H -1.0710 -5.3696 2.1451 0.338
H -1.7090 -3.0492 2.5767 0.466
```

(3)
DFT (ωB97M-V/def2-TZVPD) results for a 2-piece molecular cluster, C6H8 overall.

Output
SMILES string: C1=CC1.C=C=C
calculated total energy: -6346.5095 eV
energy relative to the best compared isomer or geometry (same formula, charge and spin): 98.6 kcal/mol
LUMO level: 1.187 eV

Structure (XYZ):
```
14
Properties=species:S:1:pos:R:3:nbo_charge:R:1
C -0.5602 1.2396 -0.2848 -0.163
C -0.9171 0.4538 -1.2488 -0.242
C -1.6781 0.2994 0.0306 -0.431
H -0.0436 2.1286 0.0280 0.225
H -0.8944 0.2413 -2.3025 0.229
H -2.6891 0.7044 0.0740 0.176
H -1.5172 -0.5623 0.6907 0.180
C 1.0909 -1.6328 -0.3993 -0.504
C 1.3658 -0.7941 0.5556 0.114
C 1.3491 0.2770 1.3065 -0.494
H 1.5228 -2.6004 -0.6215 0.230
H 0.3085 -1.2393 -1.0602 0.229
H 0.6699 0.3619 2.1499 0.228
H 1.9926 1.1229 1.0817 0.223
```

(4)
DFT (ωB97M-V/def2-TZVPD) results for a single ClH2OP molecule at a distorted geometry.

Output
SMILES string: O=[PH2]Cl
calculated total energy: -23891.1844 eV
energy relative to the best compared isomer or geometry (same formula, charge and spin): 13.8 kcal/mol
LUMO level: -0.142 eV

Structure (XYZ):
```
5
Properties=species:S:1:pos:R:3:nbo_charge:R:1
O -0.0427 1.9933 0.0481 -1.009
P 0.4422 0.5929 -0.0071 1.468
Cl 2.4912 -0.0519 -0.0236 -0.296
H -0.1113 0.1029 1.1017 -0.098
H -0.2316 -0.3053 -0.8555 -0.065
```

(5)
DFT (ωB97M-V/def2-TZVPD) results for C14H9Cl4N2O6SSiV as an isolated structure at a distorted geometry.

Output
2S+1: 3
charge: -2
calculated total energy: -124422.2732 eV
energy relative to the best compared isomer or geometry (same formula, charge and spin): 4.5 kcal/mol
LUMO level (alpha / beta): 4.321 / 4.321 eV

Structure (XYZ):
```
38
Properties=species:S:1:pos:R:3:nbo_charge:R:1
V -0.3049 -0.4084 -0.2857 1.061
S -0.7365 1.5800 -1.2195 -0.260
Cl 5.6853 2.8260 0.5179 -0.050
C 4.3635 1.7033 0.7209 -0.062
C 3.3813 1.9695 1.6599 -0.165
C 2.3403 1.0756 1.8210 -0.235
C 2.2516 -0.0983 1.0585 -0.016
C 1.1086 -1.0128 1.1899 -0.895
C 3.2549 -0.3166 0.1049 -0.230
C 4.3030 0.5706 -0.0687 -0.217
H 3.4276 2.8755 2.2487 0.206
H 1.5674 1.2904 2.5499 0.209
H 0.6951 -1.0354 2.1999 0.221
H 1.3780 -2.0306 0.8835 0.212
H 3.2133 -1.2084 -0.5119 0.207
H 5.0616 0.3898 -0.8183 0.215
Cl -3.3959 1.1008 1.6289 -0.453
Si -2.3733 -0.6605 1.0305 0.898
Cl -3.9461 -1.7739 0.1388 -0.450
Cl -2.2310 -1.6501 2.9240 -0.476
O -0.2276 -2.3294 -3.8008 -0.638
C -0.2177 -1.3801 -3.0358 0.771
O -0.4385 -1.5554 -1.7400 -0.795
C 0.0212 0.0227 -3.4697 -0.213
C -0.2979 0.3263 -4.7496 -0.105
C -0.0851 1.6255 -5.2899 -0.135
C 0.6550 2.5539 -4.5449 -0.106
C 1.0233 2.2509 -3.2684 0.011
C 0.5483 1.0546 -2.5107 -0.373
N 1.8909 3.1509 -2.5834 0.507
O 2.3632 2.7851 -1.5100 -0.438
O 2.2544 4.1872 -3.1414 -0.468
N -0.4700 1.9248 -6.5986 0.511
O -0.1519 3.0208 -7.0861 -0.496
O -0.9881 1.0370 -7.2904 -0.485
H -0.7028 -0.4489 -5.3827 0.251
H 0.9663 3.4868 -4.9878 0.260
H 1.3955 0.6538 -1.9338 0.219
```